Entry 1:
Density functional theory data (ωB97M-V with the def2-TZVPD basis set) for 2 unconnected molecules or ions with the total composition C2H4O3P at a distorted geometry.

Results
Kohn-Sham gap (alpha / beta) = 8.345 / 8.075 eV
Energy relative to the best compared isomer or geometry (same formula, charge and spin) = 3.992 eV
Energy = -17569.242 eV
Total charge = -1

Positions of all 10 atoms, in Å:
C: -0.62307 -0.91663 0.38202
C: -0.22010 0.30389 -0.41156
O: -0.99886 -3.81298 0.62819
O: -2.20053 -2.48492 -1.31623
O: -1.85434 -1.17450 0.97844
P: -1.38598 -2.51085 -0.04285
H: 0.94264 -0.81430 1.81578
H: 0.90860 0.39933 -0.63299
H: -0.56013 1.22012 0.19891
H: -0.87296 0.43139 -1.30553


Entry 2:
Density functional theory data (ωB97M-V with the def2-TZVPD basis set) for a molecular structure, C27H28IN3O2SiTl.

Results
Kohn-Sham gap = 6.866 eV
Energy relative to the best compared isomer or geometry (same formula, charge and spin) = 0.583 eV
Energy = -57692.884 eV
Total charge = -1

Positions of all 63 atoms, in Å:
Tl: 0.12235 0.01279 -0.37127
C: 1.98613 1.63644 4.20184
C: 1.41178 2.77304 3.40138
N: 1.48347 3.97202 3.92372
C: 0.91248 5.01182 3.28134
C: 0.15108 4.86666 2.15229
C: -0.52511 6.07344 1.55690
O: -1.84563 6.30509 2.06111
C: 0.01702 3.57706 1.57511
C: -0.98542 3.32430 0.57987
N: -1.09789 2.19967 -0.02113
C: -2.15801 1.77528 -0.82327
C: -3.34793 2.45106 -1.09574
C: -4.32095 1.82248 -1.85862
C: -4.10416 0.54634 -2.36214
C: -2.90307 -0.11042 -2.10558
C: -1.93120 0.48756 -1.32482
I: -0.72768 -1.96420 1.48890
C: 0.78741 2.49215 2.11956
O: 0.92828 1.35182 1.59053
H: 3.00948 1.85878 4.50697
H: 1.95916 0.70973 3.63282
H: 1.39084 1.50763 5.10815
H: 1.04287 5.98559 3.74356
H: -0.55231 5.99157 0.46442
H: 0.03930 6.97007 1.81248
H: -2.31654 5.46678 2.05970
H: -1.72096 4.11944 0.40329
H: -3.53366 3.44517 -0.70266
H: -5.25876 2.32930 -2.05393
H: -4.87753 0.05733 -2.94364
H: -2.73994 -1.10214 -2.51619
C: 3.07379 -1.15070 -2.53658
Si: 2.65160 -0.67971 -0.74019
C: 2.78710 -2.30856 0.23121
C: 4.07900 0.35137 -0.03960
C: 4.01773 0.86790 1.25609
C: 5.12972 1.44860 1.84756
C: 6.32858 1.52920 1.15134
C: 6.39893 1.04937 -0.14845
C: 5.28224 0.47178 -0.73685
H: 4.07830 -1.57649 -2.59508
H: 3.01431 -0.29962 -3.21801
H: 2.37274 -1.90623 -2.88872
H: 3.77935 -2.75444 0.11285
H: 2.03597 -3.03148 -0.09119
H: 2.62420 -2.13051 1.29547
H: 3.08330 0.82021 1.80471
H: 5.06807 1.83358 2.85838
H: 7.20434 1.96338 1.61852
H: 7.32882 1.11388 -0.70176
H: 5.35028 0.09912 -1.75238
C: -0.28115 -0.35937 -6.22861
C: -0.16695 0.82143 -5.51113
C: 0.00906 0.74568 -4.13785
N: 0.07661 -0.40462 -3.47861
C: -0.05200 -1.53151 -4.16822
C: -0.23441 -1.56376 -5.54370
H: -0.39604 -0.34145 -7.30508
H: -0.21927 1.78029 -6.00915
H: 0.10319 1.64027 -3.52918
H: -0.00871 -2.44983 -3.59013
H: -0.32710 -2.50606 -6.06700


Entry 3:
Density functional theory data (ωB97M-V with the def2-TZVPD basis set) for a molecular structure, C27H34AuO3Se3Si.

Results
Kohn-Sham gap (alpha / beta) = 4.640 / 4.626 eV
Energy = -242304.483 eV
Total charge = -1

Positions of all 69 atoms, in Å:
Au: -0.56535 -0.36705 -0.22348
O: 1.09885 -3.33410 1.73285
C: 0.06157 -3.95335 2.43914
C: -1.29429 -3.22719 2.34198
C: -2.17139 -4.06602 3.28896
O: -3.53835 -3.66445 3.33576
C: -1.32056 -1.77938 2.87225
Se: -0.10098 -0.40893 2.21271
C: -1.96952 -3.24912 0.95087
Se: -0.94827 -2.67344 -0.60985
H: 1.91871 -3.83208 1.78465
H: 0.31520 -4.02034 3.50782
H: -0.10426 -4.97918 2.07733
H: -1.73604 -4.04380 4.29509
H: -2.18275 -5.10335 2.95049
H: -3.56397 -2.73122 3.56926
H: -1.14036 -1.78715 3.95401
H: -2.31870 -1.37534 2.70540
H: -2.85953 -2.62947 0.98978
H: -2.29834 -4.26651 0.72578
C: -1.64628 5.51455 -1.74740
C: -1.61876 4.28812 -0.82906
C: -3.04512 3.73204 -0.70618
C: -1.12954 4.70116 0.56565
Si: -0.48152 2.90883 -1.45724
O: -0.71124 1.63103 -0.50696
C: 1.29185 3.53061 -1.44954
C: 1.74096 4.63333 -2.19172
C: 3.06615 5.04523 -2.15226
C: 3.98115 4.35678 -1.36430
C: 3.56178 3.26466 -0.62030
C: 2.23134 2.85592 -0.66181
C: -0.95909 2.47642 -3.23259
C: -2.10083 1.68853 -3.43777
C: -2.49868 1.30118 -4.71009
C: -1.75531 1.68977 -5.81754
C: -0.61210 2.45590 -5.64090
C: -0.21912 2.83855 -4.36250
H: -2.37950 6.24470 -1.37878
H: -1.92768 5.25002 -2.77182
H: -0.67798 6.01928 -1.78047
H: -3.68849 4.46486 -0.19964
H: -3.06278 2.80356 -0.12923
H: -3.48457 3.53105 -1.68784
H: -1.81141 5.44409 1.00173
H: -0.12909 5.14183 0.52642
H: -1.08713 3.84131 1.24114
H: 1.04998 5.18037 -2.82414
H: 3.38582 5.89946 -2.73762
H: 5.02047 4.66437 -1.33944
H: 4.27269 2.71126 -0.02150
H: 1.92237 1.99112 -0.08324
H: -2.67551 1.35171 -2.57976
H: -3.38117 0.68470 -4.83626
H: -2.05795 1.38260 -6.81171
H: -0.01618 2.74661 -6.49837
H: 0.69189 3.41472 -4.24656
Se: 2.22449 -1.06497 -0.77908
C: 3.72284 -0.15284 -1.52176
C: 3.73554 0.32926 -2.83548
C: 4.84124 0.99530 -3.34522
C: 5.97720 1.18179 -2.56544
C: 5.98345 0.69809 -1.26254
C: 4.86732 0.05381 -0.74369
H: 2.85521 0.18936 -3.45101
H: 4.81629 1.37034 -4.36201
H: 6.84089 1.69889 -2.96514
H: 6.85706 0.84107 -0.63632
H: 4.87068 -0.29742 0.28180


Entry 4:
Density functional theory data (ωB97M-V with the def2-TZVPD basis set) for a molecular structure, C32H38BF6N2S5Y.

Results
Kohn-Sham gap = 5.549 eV
Energy relative to the best compared isomer or geometry (same formula, charge and spin) = 0.347 eV
Energy = -108990.310 eV

Positions of all 85 atoms, in Å:
Y: -0.26628 1.75013 0.50983
C: -4.19843 4.00191 1.99335
C: -2.84840 4.31311 2.62181
S: -1.67469 2.95437 2.84136
C: -2.63324 1.68756 3.69700
C: -3.55947 0.77648 2.87518
S: -2.98598 0.32944 1.21224
C: -4.45886 0.60026 0.20305
C: -5.18393 1.93947 0.34066
S: -4.12081 3.40359 0.27715
H: -4.78354 4.92279 2.00631
H: -4.74256 3.27497 2.59266
H: -3.01439 4.75794 3.60519
H: -2.29979 5.03108 2.01513
H: -3.21568 2.18437 4.47556
H: -1.87738 1.08672 4.19583
H: -4.54033 1.23040 2.76318
H: -3.69866 -0.14913 3.43475
H: -5.16304 -0.21415 0.38843
H: -4.08556 0.46860 -0.81442
H: -5.77030 1.98165 1.25854
H: -5.90245 2.01507 -0.47658
S: 1.67703 1.30208 -1.64820
C: 1.21034 -0.29196 -1.74665
N: 2.00438 -1.31795 -1.48110
C: 1.52221 -2.68436 -1.59938
C: 0.61074 -2.79128 -2.79324
N: -0.45241 -1.79444 -2.69047
C: -1.77571 -2.16656 -3.17409
C: -2.69800 -2.69173 -2.09358
C: -3.96682 -3.13172 -2.46551
C: -4.85140 -3.60924 -1.51467
C: -4.47991 -3.64848 -0.17540
C: -3.22401 -3.20355 0.20093
C: -2.33638 -2.72726 -0.75661
C: -0.22571 -0.61315 -2.13084
S: -1.43481 0.50048 -1.85105
C: 3.29137 -1.16152 -0.79515
C: 4.45780 -1.45756 -1.70239
C: 4.59637 -0.77604 -2.91062
C: 5.67711 -1.03345 -3.73752
C: 6.63316 -1.97114 -3.36574
C: 6.50247 -2.64901 -2.16499
C: 5.41537 -2.39478 -1.33801
H: 1.00678 -2.97238 -0.67646
H: 2.38720 -3.33299 -1.73573
H: 0.14447 -3.77482 -2.81915
H: 1.16996 -2.64334 -3.72192
H: -1.62719 -2.92720 -3.94249
H: -2.22441 -1.29396 -3.64890
H: -4.26142 -3.09796 -3.50899
H: -5.83292 -3.95147 -1.81666
H: -5.17276 -4.01946 0.56882
H: -2.92212 -3.20157 1.23951
H: -1.37686 -2.35169 -0.42423
H: 3.27634 -1.84701 0.05492
H: 3.34479 -0.14761 -0.40164
H: 3.86189 -0.03000 -3.19034
H: 5.78044 -0.49443 -4.67042
H: 7.47949 -2.16784 -4.01090
H: 7.24587 -3.37772 -1.86877
H: 5.31581 -2.92072 -0.39517
F: -1.19462 4.86027 0.10216
C: -1.00133 3.73702 -0.75628
F: 0.10974 4.11777 -1.53517
H: -1.84217 3.81318 -1.45858
C: 1.59865 3.06468 1.24111
C: 2.72808 2.24911 1.72003
C: 3.88052 2.05455 0.94208
C: 4.90760 1.22147 1.35734
C: 4.82371 0.54688 2.56938
C: 3.69956 0.73768 3.36293
C: 2.67652 1.57420 2.94850
H: 1.88069 3.73450 0.42631
H: 1.18229 3.67643 2.05075
H: 3.96612 2.57962 -0.00274
H: 5.78406 1.10240 0.72924
H: 5.62493 -0.10430 2.89528
H: 3.61207 0.22092 4.31090
H: 1.80275 1.69946 3.58033
F: 0.72328 -0.57752 0.80458
B: 0.22213 -0.93602 2.12633
F: -0.40874 0.32409 2.51846
F: -0.72892 -1.91240 1.98270
F: 1.22831 -1.26581 2.97095


Entry 5:
Density functional theory data (ωB97M-V with the def2-TZVPD basis set) for a molecular structure, C19H42EuNOP3Se at a distorted geometry.

Results
Kohn-Sham gap (alpha / beta) = 6.331 / 5.159 eV
Energy relative to the best compared isomer or geometry (same formula, charge and spin) = 1.190 eV
Energy = -136433.168 eV
Total charge = +3
Spin multiplicity = 7

Positions of all 68 atoms, in Å:
Eu: -1.72632 0.65668 -0.15602
P: -1.13931 -2.16458 1.16473
P: 1.66563 -0.65297 2.15344
P: 1.56627 -1.43494 -1.10907
H: -3.53868 3.44219 -5.06561
C: -3.89632 2.39702 -5.13680
C: -3.75418 1.30322 -4.32369
H: -3.35103 1.31059 -3.28419
C: -2.55436 -1.75552 2.26914
C: -0.50208 -3.56108 2.19597
C: -1.97077 -3.20457 -0.08323
C: 2.86814 0.72903 2.20638
C: 0.76960 -0.26462 3.69240
C: 2.79908 -1.99887 2.67883
C: 1.57059 -1.67875 -2.90358
C: 1.75525 -3.24872 -0.67048
C: 3.42033 -1.10837 -0.89386
H: -4.34002 2.23740 -6.17882
H: -4.07845 0.33088 -4.75263
H: -3.01446 -0.75629 2.09200
H: -2.16258 -1.82792 3.29552
H: -3.29348 -2.55567 2.12561
H: -0.25810 -3.20318 3.21009
H: 0.34428 -4.07122 1.70753
H: -1.37007 -4.23458 2.23548
H: -2.61122 -2.56497 -0.70574
H: -2.55164 -3.85366 0.56843
H: -1.26042 -3.78669 -0.68036
H: 3.44939 0.60984 3.13825
H: 2.30205 1.67094 2.18721
H: 3.45060 0.71263 1.27287
H: 1.54788 -0.06156 4.44289
H: 0.09226 -1.06946 4.00543
H: 0.16801 0.63684 3.51160
H: 3.36154 -1.64478 3.56261
H: 3.48689 -2.26973 1.86547
H: 2.23068 -2.91322 2.89380
H: 2.56268 -1.91307 -3.30409
H: 1.27343 -0.69563 -3.22959
H: 0.79042 -2.38334 -3.21479
H: 2.37610 -3.75725 -1.41582
H: 0.78580 -3.73824 -0.68384
H: 2.18695 -3.47424 0.30780
H: 3.96369 -1.71679 -1.63360
H: 3.87732 -1.29450 0.09146
H: 3.62519 -0.06987 -1.14150
C: 1.13567 2.71742 -1.94885
C: -0.17588 3.06154 -2.38736
C: -0.46105 3.23286 -3.75901
C: 0.66351 3.29415 -4.63846
C: 1.97930 3.13183 -4.12914
C: 2.26260 2.88133 -2.79222
Se: 1.15367 2.03970 -0.23565
H: 0.40531 -0.23839 -1.08981
H: -0.94454 3.26590 -1.60608
H: -1.51770 3.32409 -4.11973
H: 0.53133 3.45148 -5.72171
H: 2.74943 3.15088 -4.89877
H: 3.25134 2.66901 -2.38322
C: -2.65538 3.54974 3.07390
C: -2.31934 2.11223 3.12620
N: -2.23285 1.56148 4.34736
O: -2.11501 1.39960 2.08218
H: -2.05856 4.09859 3.81563
H: -3.71600 3.63364 3.34456
H: -2.46434 3.87802 2.04972
H: -2.03658 0.56600 4.35436
H: -2.35148 2.11046 5.20846


Entry 6:
Density functional theory data (ωB97M-V with the def2-TZVPD basis set) for a single C7H9NO molecule at a distorted geometry.

Results
Kohn-Sham gap (alpha / beta) = 8.250 / 8.284 eV
Energy relative to the best compared isomer or geometry (same formula, charge and spin) = 7.243 eV
Energy = -10935.572 eV

Positions of all 18 atoms, in Å:
C: 1.29066 0.04666 -1.35020
C: 2.09475 -0.56271 -0.39026
C: -0.14229 0.15982 -1.05337
C: -0.61595 -0.62587 0.16956
C: -0.53707 0.82078 0.24357
C: -1.81867 -1.52608 0.13103
C: -0.09146 1.97439 1.03214
N: 0.35948 -0.84446 1.09454
O: 1.69244 -0.78795 0.87883
H: 1.62358 0.12423 -2.38064
H: 3.18685 -0.80618 -0.57334
H: -0.85210 0.28138 -1.76681
H: -2.52408 -1.11210 -0.49044
H: -2.21191 -1.70351 1.14598
H: -1.51635 -2.49962 -0.23911
H: -0.24794 1.84870 2.08666
H: -0.74571 2.86389 0.56188
H: 1.05578 2.34862 0.89999


Entry 7:
Density functional theory data (ωB97M-V with the def2-TZVPD basis set) for a molecular structure, C4H7N3 at a distorted geometry.

Results
Kohn-Sham gap = 8.497 eV
Energy relative to the best compared isomer or geometry (same formula, charge and spin) = 3.772 eV
Energy = -8727.908 eV

Positions of all 14 atoms, in Å:
C: -0.76767 0.37811 -1.93476
N: -0.54262 1.69096 -0.04142
C: 0.04356 0.62474 0.40258
N: 0.20431 -0.34183 -0.54691
N: 0.43013 -1.58191 0.17017
C: 0.72082 -1.22421 1.48709
C: 0.49079 0.09251 1.68573
H: -1.82120 0.52726 -1.66090
H: -0.41012 1.35922 -2.30826
H: -0.58515 -0.39959 -2.65149
H: -0.26681 2.55627 0.38325
H: 1.03371 -2.26834 -0.27514
H: 1.04925 -1.97919 2.20694
H: 0.45091 0.62131 2.62858


Entry 8:
Density functional theory data (ωB97M-V with the def2-TZVPD basis set) for 2 unconnected molecules or ions with the total composition C11H15N at a distorted geometry.

Results
Kohn-Sham gap = 8.947 eV
Energy relative to the best compared isomer or geometry (same formula, charge and spin) = 1.338 eV
Energy = -13139.454 eV
SMILES = Cc1c[nH]c2ccccc12.CC

Positions of all 27 atoms, in Å:
C: -2.68524 0.87326 -1.82521
C: -1.24643 1.12244 -1.60980
C: -0.50369 2.26358 -1.59432
N: 0.85018 1.92252 -1.44889
C: 0.98063 0.57669 -1.17278
C: 2.15682 -0.13507 -0.81959
C: 1.95309 -1.46687 -0.63228
C: 0.73762 -2.09486 -1.01856
C: -0.38661 -1.40305 -1.36533
C: -0.32794 0.04341 -1.30071
H: -2.91673 0.06799 -2.51747
H: -3.12908 1.78399 -2.21921
H: -3.21100 0.67884 -0.88010
H: -0.66309 3.16790 -2.16090
H: 1.61828 2.53626 -1.26825
H: 3.06037 0.40303 -0.56690
H: 2.83289 -2.09262 -0.44605
H: 0.85416 -3.14731 -0.80914
H: -1.10559 -1.96184 -1.95613
C: 0.00508 -0.41675 2.45206
C: 0.26388 -0.47450 3.95408
H: -0.97369 -0.75752 2.17387
H: 0.22658 0.60344 2.12325
H: 0.82422 -0.80978 1.80782
H: -0.48125 0.22572 4.37426
H: 1.21061 -0.06481 4.30869
H: 0.05595 -1.44410 4.41758